8
Properties=species:S:1:pos:R:3:forces:R:3 method="wB97M-V/def2-TZVPD" total_energy_ev=-3838.0698 homo_ev=-9.27 spin_multiplicity=1 orbital_gap_ev=8.59 e_above_lowest_ev=4.9653
B -1.5899 -0.2447 -0.2705 5.609 3.931 -3.682
C 1.1753 0.2105 0.2017 0.626 -0.840 -0.287
O 0.2342 0.3709 -0.8042 -5.082 -1.545 0.575
H -1.6832 -1.1709 0.2380 -0.023 -3.293 2.491
H -2.2635 0.3910 -0.9072 -1.045 0.986 -0.535
H 1.0824 1.0595 0.8490 1.373 1.310 0.064
H 2.1988 -0.1232 -0.2411 -1.560 1.053 1.015
H 0.8459 -0.4932 0.9343 0.103 -1.602 0.360